No. 1
{"formula": "C28H49Br10IN2O4S", "method": "ωB97M-V/def2-TZVPD", "elements": ["C", "C", "O", "C", "C", "N", "O", "C", "C", "S", "C", "C", "C", "C", "O", "O", "C", "C", "C", "I", "C", "C", "C", "C", "N", "C", "H", "H", "H", "H", "H", "H", "H", "H", "H", "H", "H", "H", "H", "H", "H", "H", "H", "H", "H", "H", "H", "H", "H", "H", "H", "H", "H", "H", "H", "Br", "C", "C", "Br", "H", "H", "H", "H", "Br", "C", "C", "Br", "H", "H", "H", "H", "Br", "C", "C", "Br", "H", "H", "H", "H", "Br", "C", "C", "Br", "H", "H", "H", "H", "Br", "C", "C", "Br", "H", "H", "H", "H"], "coordinates": [[-2.04, 4.14, 1.26], [-2.58, 2.68, 1.58], [-1.53, 1.79, 1.21], [-1.77, 0.41, 1.45], [-3.30, -0.03, 1.62], [-3.84, 0.00, 2.98], [-1.16, -0.50, 0.56], [-1.06, -0.11, -0.79], [0.20, 0.83, -1.12], [1.61, 0.49, 0.03], [1.87, 1.94, 1.13], [3.19, 1.63, 1.95], [-0.71, -1.47, -1.58], [-1.34, -2.73, -0.92], [-2.30, -3.30, -1.32], [-0.72, -3.29, 0.21], [-2.31, 0.50, -1.50], [-3.54, -0.45, -1.74], [-4.87, 0.45, -1.65], [-3.61, -1.27, -3.77], [-1.08, 0.08, 2.85], [-0.85, -1.33, 3.13], [-0.26, -1.53, 4.41], [0.04, -0.38, 5.25], [-0.10, 0.93, 5.02], [-0.67, 1.06, 3.78], [-1.01, 4.04, 0.84], [-2.69, 4.64, 0.50], [-1.96, 4.76, 2.19], [-2.81, 2.69, 2.68], [-3.51, 2.58, 0.96], [-4.01, 0.50, 0.96], [-3.33, -1.10, 1.31], [-3.60, -0.82, 3.52], [-3.65, 0.86, 3.48], [0.47, 0.63, -2.18], [-0.16, 1.87, -0.99], [1.03, 1.99, 1.86], [1.99, 2.91, 0.58], [3.78, 0.88, 1.37], [3.78, 2.56, 2.10], [2.89, 1.18, 2.93], [0.41, -1.59, -1.43], [-0.86, -1.39, -2.67], [0.21, -3.38, -0.05], [-1.97, 0.83, -2.52], [-2.70, 1.43, -1.02], [-3.68, -1.24, -0.97], [-5.39, 0.20, -0.70], [-5.56, 0.17, -2.48], [-4.66, 1.54, -1.79], [-1.10, -2.17, 2.46], [-0.04, -2.55, 4.77], [0.47, -0.62, 6.25], [-0.84, 2.12, 3.48], [-6.49, -5.71, -5.37], [-4.67, -5.43, -4.75], [-3.67, -5.64, -5.85], [-3.39, -7.54, -6.22], [-4.52, -6.10, -3.90], [-4.64, -4.40, -4.40], [-2.69, -5.26, -5.56], [-3.97, -5.18, -6.79], [4.88, 0.19, -2.16], [4.39, -1.63, -1.69], [3.95, -2.41, -2.89], [2.13, -1.91, -3.40], [3.63, -1.56, -0.91], [5.30, -2.07, -1.26], [3.90, -3.48, -2.66], [4.58, -2.26, -3.76], [7.92, -1.66, -3.56], [8.26, 0.25, -3.74], [9.41, 0.51, -4.69], [11.12, 0.16, -3.84], [8.43, 0.63, -2.74], [7.34, 0.66, -4.14], [9.44, 1.57, -4.96], [9.37, -0.09, -5.59], [4.69, 4.21, -4.10], [3.50, 4.47, -2.58], [4.24, 4.99, -1.38], [5.25, 3.57, -0.51], [3.00, 3.52, -2.40], [2.76, 5.20, -2.92], [3.55, 5.35, -0.63], [4.95, 5.78, -1.63], [-2.56, -0.95, 5.95], [-3.81, 0.08, 7.05], [-3.89, -0.49, 8.45], [-4.99, -2.10, 8.49], [-4.76, 0.08, 6.53], [-3.40, 1.09, 7.07], [-4.40, 0.22, 9.11], [-2.93, -0.75, 8.87]], "mulliken_charge": [-1.178, -0.118, 0.211, 0.330, -1.015, -0.390, 0.436, 0.707, -1.198, 0.027, 0.484, -1.066, 0.357, -0.256, -0.461, -0.507, -1.051, -0.419, -0.883, 0.086, 1.141, -0.270, -0.950, -0.769, -0.687, -0.491, 0.131, 0.322, 0.344, 0.303, 0.244, -0.088, 0.358, 0.345, 0.289, 0.424, 0.488, -0.307, 0.210, 0.226, 0.310, 0.299, -0.394, 0.445, 0.340, 0.752, -0.048, 0.355, 0.285, 0.437, 0.232, 0.295, 0.363, 0.437, 0.364, -0.139, -0.264, -0.556, -0.151, 0.378, -0.003, 0.320, 0.394, -0.039, -0.610, -0.533, -0.080, 0.248, 0.423, 0.399, 0.300, -0.140, -0.560, -0.586, -0.144, 0.394, 0.279, 0.368, 0.376, -0.136, -0.381, -0.627, -0.134, 0.108, 0.377, 0.339, 0.446, 0.050, -0.736, -0.603, -0.151, 0.409, 0.399, 0.385, 0.348], "total_energy_ev": -760359.6231, "e_homo_ev": -8.6555, "smiles": "CCO[C@@](CN)(O[C@@](CSCC)(CC(=O)O)C[C@@H](C)I)c1cccnc1.BrCCBr.BrCCBr.BrCCBr.BrCCBr.BrCCBr"}

=====

No. 2
{"formula": "C3H4N2O", "method": "ωB97M-V/def2-TZVPD", "elements": ["O", "C", "N", "N", "C", "C", "H", "H", "H", "H"], "coordinates": [[2.25, -0.02, -0.29], [0.90, -0.06, -0.27], [0.24, -1.20, -0.34], [-1.06, -0.83, -0.30], [-1.22, 0.50, -0.21], [0.04, 1.06, -0.19], [2.55, -0.93, -0.36], [-1.77, -1.55, -0.33], [-2.20, 0.96, -0.17], [0.32, 2.10, -0.12]], "nbo_charge": [-0.662, 0.426, -0.350, -0.340, -0.028, -0.398, 0.489, 0.408, 0.219, 0.237], "total_energy_ev": -8202.9871, "e_homo_ev": -8.9043, "smiles": "Oc1cc[nH]n1", "de_lowest_ev": 0.898}

=====

No. 3
{"formula": "C20H49ClO9P3", "method": "ωB97M-V/def2-TZVPD", "elements": ["C", "C", "C", "P", "O", "C", "C", "C", "Cl", "C", "C", "H", "H", "H", "H", "H", "H", "H", "H", "H", "H", "H", "H", "H", "H", "H", "H", "H", "H", "H", "O", "P", "O", "C", "C", "O", "C", "C", "O", "C", "C", "H", "H", "H", "H", "H", "H", "H", "H", "H", "H", "H", "H", "H", "H", "H", "O", "P", "O", "C", "C", "O", "C", "C", "O", "C", "C", "H", "H", "H", "H", "H", "H", "H", "H", "H", "H", "H", "H", "H", "H", "H"], "coordinates": [[5.46, 5.54, 1.45], [4.89, 6.98, 1.47], [3.54, 7.11, 2.20], [2.13, 6.52, 1.21], [2.14, 4.94, 1.36], [2.41, 7.08, -0.49], [1.22, 6.90, -1.44], [0.55, 7.23, 1.82], [0.83, 8.89, 2.42], [-0.16, 6.37, 2.88], [-0.92, 5.18, 2.29], [4.71, 4.78, 1.64], [6.28, 5.44, 2.17], [5.90, 5.36, 0.47], [5.60, 7.62, 2.00], [4.87, 7.34, 0.45], [3.36, 8.16, 2.42], [3.53, 6.55, 3.14], [1.61, 4.51, 0.68], [2.69, 8.13, -0.41], [3.25, 6.51, -0.87], [0.28, 7.30, -1.07], [1.45, 7.47, -2.34], [1.11, 5.87, -1.78], [-0.13, 7.32, 0.97], [0.53, 6.05, 3.66], [-0.90, 7.03, 3.34], [-1.68, 5.53, 1.59], [-1.45, 4.68, 3.10], [-0.28, 4.43, 1.83], [-0.21, -1.05, -0.79], [-1.37, -0.78, 0.11], [-2.06, 0.50, -0.65], [-2.74, 0.28, -1.88], [-4.06, -0.45, -1.71], [-0.65, 0.00, 1.36], [0.75, -0.12, 1.58], [1.51, 1.01, 0.91], [-2.72, -1.03, 0.99], [-2.90, -2.33, 1.63], [-1.84, -2.62, 2.68], [-2.08, -0.27, -2.57], [-2.92, 1.26, -2.31], [-3.90, -1.48, -1.37], [-4.60, -0.49, -2.65], [-4.67, 0.04, -0.96], [1.12, -1.09, 1.25], [0.91, -0.08, 2.66], [1.18, 1.16, -0.12], [2.58, 0.82, 0.91], [1.33, 1.95, 1.44], [-2.90, -3.11, 0.86], [-3.89, -2.31, 2.09], [-0.86, -2.76, 2.22], [-2.09, -3.54, 3.21], [-1.77, -1.80, 3.39], [-0.58, -6.01, -0.28], [-0.81, -6.40, -1.69], [-1.51, -5.13, -2.41], [-0.74, -3.95, -2.64], [0.27, -4.13, -3.76], [-2.10, -7.40, -1.56], [-2.50, -7.93, -0.30], [-3.58, -7.07, 0.34], [-0.34, -7.13, -3.07], [0.70, -8.13, -3.00], [0.30, -9.35, -2.19], [-0.25, -3.65, -1.71], [-1.45, -3.17, -2.92], [1.05, -4.84, -3.47], [0.75, -3.18, -3.99], [-0.21, -4.52, -4.66], [-1.64, -8.04, 0.37], [-2.89, -8.93, -0.48], [-3.32, -6.01, 0.31], [-3.74, -7.36, 1.38], [-4.52, -7.18, -0.19], [1.61, -7.68, -2.58], [0.92, -8.42, -4.02], [0.18, -9.10, -1.13], [1.06, -10.12, -2.27], [-0.66, -9.74, -2.53]], "mulliken_charge": [-1.121, -0.498, -0.947, 0.902, -0.449, -0.679, -1.291, 0.077, -0.111, -0.683, -0.894, 0.293, 0.350, 0.300, 0.430, 0.286, 0.546, 0.405, 0.281, 0.482, 0.434, 0.361, 0.383, 0.369, 0.205, 0.326, 0.458, 0.338, 0.399, 0.044, -0.822, 1.471, -0.405, -0.321, -0.898, -0.403, -0.471, -1.019, -0.441, -0.404, -1.085, 0.249, 0.326, 0.135, 0.416, 0.285, 0.375, 0.428, 0.349, 0.421, 0.098, 0.386, 0.362, 0.247, 0.450, 0.261, -0.807, 1.198, -0.385, -0.021, -1.207, -0.328, -0.338, -0.760, -0.312, -0.317, -1.035, 0.211, 0.217, 0.257, 0.420, 0.283, 0.347, 0.380, -0.066, 0.363, 0.304, 0.309, 0.351, 0.276, 0.426, 0.248], "charge": 1, "total_energy_ev": -80348.4794, "e_homo_ev": -11.4789}

=====

no.,LUMO energy (eV)
1,0.129
2,1.055
3,-2.847